1.
The following is a quantum chemistry calculation of 2 unconnected molecules or ions with the total composition C3H9NO2 in a non-equilibrium geometry, from the Open Molecules 2025 dataset.

Last column: natural (NBO) charge in e.
Geometry (Å):
O: 1.685 -1.516 -1.281  -0.526
C: 1.838 -1.199 -0.128  0.443
C: 2.591 0.025 0.327  -0.727
H: 1.111 -1.597 0.592  0.114
H: 2.330 0.866 -0.310  0.239
H: 3.675 -0.093 0.337  0.237
H: 2.300 0.241 1.356  0.215
N: -1.004 -0.153 -0.523  -0.834
C: -1.886 0.605 0.347  0.079
O: -3.017 1.152 -0.338  -0.738
H: -1.614 -0.870 -0.902  0.356
H: -0.682 0.458 -1.258  0.365
H: -2.209 -0.019 1.139  0.153
H: -1.326 1.458 0.729  0.158
H: -3.792 0.643 -0.088  0.466

total charge: 0
2S+1: 1
HOMO-LUMO gap: 10.393 eV
E_HOMO: -9.6 eV
E_LUMO: 0.842 eV
energy above the lowest of the compared OMol25 structures with the same formula, charge and spin: 184.9 kJ/mol

---

2.
The following is a quantum chemistry calculation of a molecular structure, C5H8N3 in a non-equilibrium geometry, from the Open Molecules 2025 dataset.

Last column: natural (NBO) charge in e.
Geometry (Å):
C: 2.065 -0.830 -0.013  -0.112
C: 0.814 -1.424 -0.058  -0.235
C: 2.113 0.568 0.086  0.029
C: -0.266 -0.566 -0.031  0.432
C: -1.270 1.634 0.104  -0.430
N: 1.034 1.306 0.117  -0.133
N: -0.143 0.745 0.056  -0.106
N: -2.028 -1.158 0.090  -0.752
H: 2.968 -1.419 -0.041  0.264
H: 0.687 -2.493 -0.113  0.273
H: 3.043 1.113 0.150  0.251
H: -1.715 1.738 -0.886  0.239
H: -2.025 1.231 0.779  0.263
H: -0.921 2.609 0.437  0.263
H: -1.933 -2.167 0.127  0.378
H: -2.422 -0.887 -0.806  0.374

total charge: +1
2S+1: 1
HOMO-LUMO gap: 9.976 eV
E_HOMO: -15.1 eV
E_LUMO: -5.130 eV
energy above the lowest of the compared OMol25 structures with the same formula, charge and spin: 253.4 kJ/mol

---

3.
The following is a quantum chemistry calculation of a molecular structure, C38H44BCrN8O2S7 in a non-equilibrium geometry, from the Open Molecules 2025 dataset.

Last column: Löwdin spin population.
Geometry (Å):
Cr: -0.471 -0.965 -1.003  0.006
C: -2.564 -0.876 -3.962  0.000
C: -3.009 -1.625 -2.752  0.000
C: -4.234 -2.277 -2.564  0.000
C: -4.143 -2.903 -1.334  0.000
C: -5.162 -3.711 -0.604  0.000
N: -2.924 -2.630 -0.838  0.000
N: -2.235 -1.836 -1.685  0.000
B: -2.226 -3.130 0.439  0.001
N: -2.008 -1.911 1.345  0.001
N: -1.280 -0.843 0.922  0.006
C: -1.271 0.035 1.937  0.002
C: -0.509 1.312 1.992  0.000
C: -2.019 -0.473 3.000  0.000
C: -2.465 -1.715 2.590  0.000
C: -3.306 -2.700 3.329  0.000
N: -0.859 -3.688 0.015  0.001
N: 0.086 -2.866 -0.494  0.003
C: 1.151 -3.614 -0.782  0.001
C: 2.404 -3.084 -1.392  0.001
C: 0.877 -4.947 -0.451  0.001
C: -0.406 -4.953 0.059  0.001
C: -1.199 -6.104 0.577  0.000
H: -3.414 -0.691 -4.617  0.000
H: -1.820 -1.457 -4.507  0.000
H: -2.098 0.075 -3.707  0.000
H: -5.076 -2.286 -3.236  0.000
H: -6.053 -3.824 -1.217  0.000
H: -5.442 -3.221 0.330  0.000
H: -4.775 -4.700 -0.354  0.000
H: -2.873 -3.965 0.983  0.000
H: 0.542 1.095 2.184  0.000
H: -0.890 1.918 2.814  0.000
H: -0.576 1.884 1.072  0.000
H: -2.195 -0.002 3.953  0.000
H: -3.578 -2.291 4.300  0.000
H: -2.759 -3.630 3.483  0.000
H: -4.215 -2.925 2.771  0.000
H: 2.371 -3.213 -2.475  0.000
H: 3.267 -3.631 -1.010  0.000
H: 2.527 -2.024 -1.186  0.000
H: 1.526 -5.797 -0.583  0.000
H: -0.618 -7.018 0.473  0.000
H: -2.132 -6.219 0.025  0.000
H: -1.447 -5.965 1.631  0.000
S: -1.278 1.155 -1.531  0.000
C: -0.005 2.248 -1.472  -0.001
N: -0.208 3.568 -1.726  -0.001
C: 0.884 4.492 -1.488  0.000
C: 2.162 3.850 -1.987  0.000
N: 2.375 2.607 -1.270  -0.001
C: 3.677 2.385 -0.648  0.000
C: 3.780 3.204 0.621  0.000
C: 4.328 4.482 0.597  0.000
C: 4.338 5.268 1.741  0.000
C: 3.800 4.780 2.922  0.000
C: 3.267 3.499 2.959  0.000
C: 3.257 2.717 1.815  0.000
C: 1.319 1.786 -1.093  -0.001
S: 1.516 0.245 -0.423  0.000
C: -1.457 4.100 -2.244  0.000
C: -2.350 4.740 -1.200  0.000
C: -2.682 4.064 -0.028  0.000
C: -3.534 4.637 0.903  0.000
C: -4.077 5.892 0.671  0.000
C: -3.756 6.572 -0.493  0.000
C: -2.894 6.000 -1.419  0.000
H: 0.976 4.719 -0.420  0.000
H: 0.685 5.423 -2.018  0.000
H: 3.010 4.511 -1.824  0.000
H: 2.065 3.636 -3.057  0.000
H: 4.452 2.676 -1.359  0.000
H: 3.776 1.323 -0.435  0.000
H: 4.765 4.866 -0.318  0.000
H: 4.770 6.259 1.710  0.000
H: 3.803 5.393 3.814  0.000
H: 2.865 3.105 3.883  0.000
H: 2.849 1.717 1.848  0.000
H: -1.987 3.273 -2.718  0.000
H: -1.211 4.838 -3.012  0.000
H: -2.290 3.073 0.148  0.000
H: -3.785 4.091 1.803  0.000
H: -4.752 6.335 1.391  0.000
H: -4.182 7.548 -0.684  0.000
H: -2.656 6.541 -2.328  0.000
O: 0.895 0.554 -3.744  0.000
C: 0.888 -0.669 -3.664  0.000
O: 0.324 -1.409 -2.775  0.000
H: 1.420 -1.258 -4.443  0.000
C: 3.986 -6.177 2.209  0.012
S: 2.848 -4.907 2.830  0.125
C: 3.600 -3.470 2.218  0.223
C: 2.941 -2.251 2.268  0.068
S: 1.400 -2.036 2.863  0.425
S: 3.903 -0.894 1.668  -0.034
C: 5.300 -1.788 1.181  0.005
S: 6.594 -1.130 0.435  0.100
S: 5.209 -3.489 1.563  0.054
H: 3.562 -7.129 2.514  0.000
H: 4.974 -6.052 2.648  0.002
H: 4.041 -6.121 1.124  0.002

total charge: 0
2S+1: 2
HOMO-LUMO gap (spin up / spin down): 5.597 / 4.402 eV
E_HOMO (spin up / spin down): -6.5 / -6.4 eV
E_LUMO (spin up / spin down): -0.861 / -2.037 eV
expectation value of S²: 0.778
energy above the lowest of the compared OMol25 structures with the same formula, charge and spin: 55.7 kJ/mol

---

4.
The following is a quantum chemistry calculation of a molecular structure, C8H18CaF6O12S2 in a non-equilibrium geometry, from the Open Molecules 2025 dataset.

Last column: natural (NBO) charge in e.
Geometry (Å):
Ca: -0.102 -0.284 -0.386  1.939
C: -5.685 3.051 2.243  0.731
F: -6.343 3.706 3.159  -0.309
F: -6.501 2.474 1.374  -0.322
F: -4.876 3.937 1.598  -0.349
S: -4.539 1.692 3.096  2.274
O: -5.446 0.620 3.441  -0.985
O: -3.590 1.330 2.003  -1.057
O: -3.934 2.345 4.272  -0.974
C: 7.063 0.943 -1.229  0.732
F: 7.057 1.657 -0.121  -0.330
F: 6.848 1.748 -2.261  -0.322
F: 8.293 0.457 -1.324  -0.320
S: 5.760 -0.475 -1.109  2.273
O: 4.396 0.134 -0.984  -1.050
O: 5.973 -1.156 -2.364  -0.994
O: 6.047 -1.328 0.057  -0.980
C: 0.677 3.950 1.301  -0.083
C: 1.614 3.222 2.310  -0.085
O: 1.243 1.833 2.410  -0.766
O: 0.711 3.286 0.053  -0.776
H: 1.035 4.971 1.173  0.182
H: -0.354 4.008 1.651  0.191
H: 1.656 3.793 3.238  0.193
H: 2.617 3.188 1.886  0.185
H: 1.777 1.401 3.081  0.487
H: 0.326 3.750 -0.694  0.488
C: 0.371 -1.851 -4.533  -0.084
C: -1.029 -1.210 -4.707  -0.092
O: -1.196 -0.145 -3.772  -0.783
O: 0.488 -2.470 -3.311  -0.751
H: 1.123 -1.066 -4.617  0.194
H: 0.489 -2.617 -5.300  0.185
H: -1.780 -1.946 -4.419  0.169
H: -1.113 -0.908 -5.751  0.190
H: -1.905 0.434 -4.060  0.494
H: 0.438 -3.422 -3.428  0.493
C: -2.406 -4.250 1.235  -0.082
C: -1.367 -3.904 2.331  -0.089
O: -0.220 -3.272 1.855  -0.756
O: -2.549 -3.114 0.260  -0.775
H: -3.347 -4.492 1.727  0.200
H: -2.115 -5.087 0.600  0.175
H: -1.041 -4.871 2.715  0.181
H: -1.781 -3.293 3.133  0.188
H: 0.470 -3.396 2.511  0.490
H: -3.251 -3.375 -0.340  0.480

total charge: 0
2S+1: 1
HOMO-LUMO gap: 4.314 eV
E_HOMO: -8.3 eV
E_LUMO: -4.013 eV
energy above the lowest of the compared OMol25 structures with the same formula, charge and spin: 890.8 kJ/mol